The following is a quantum chemistry calculation of a 7-piece molecular cluster, C42H60N2O14 overall at a distorted geometry, from OMol25.

The geometry in ORCA input format:
```
! wB97M-V def2-TZVPD RIJCOSX def2/J DEFGRID3
* xyz 0 1
O -0.565 1.537 -5.364
O -2.717 -3.849 -3.615
O -6.195 -8.227 -3.763
O -4.089 5.018 -6.164
O -1.917 0.937 9.765
O 3.053 0.808 0.065
O -4.929 2.208 -1.585
O 3.983 1.191 -2.830
O -0.633 0.058 -2.001
O 2.905 5.596 -4.493
O 7.241 5.616 -2.686
O 0.230 -6.318 1.579
O 3.844 -2.338 2.683
O 0.679 -0.743 4.819
N 0.792 2.679 -0.465
N -0.320 -0.788 7.764
C -3.403 3.458 -4.561
C -3.638 -4.895 -3.595
C -4.684 2.956 -2.670
C 0.443 3.497 -6.043
C 1.815 3.607 -3.590
C -0.940 -1.330 -1.748
C -4.049 -5.449 -2.360
C 1.813 0.656 0.818
C -5.305 -6.206 -4.734
C 1.104 -1.641 5.938
C 6.044 3.948 -1.479
C 0.989 2.511 -3.944
C 5.990 3.949 -3.885
C -0.050 -1.984 6.896
C -3.573 2.743 -3.394
C 6.369 4.542 -2.683
C -5.582 -6.972 -3.580
C 5.102 2.894 -1.494
C 3.057 -4.635 2.999
C -1.820 1.738 10.968
C 0.276 2.515 -5.100
C 2.090 4.494 -4.656
C -1.602 -0.372 10.054
C 1.334 4.506 -5.839
C -1.141 0.905 -0.943
C -0.529 2.344 -0.837
C 1.183 2.089 0.818
C -4.995 -6.592 -2.416
C 2.216 -5.705 2.669
C -5.326 4.827 -4.156
C -1.289 -1.179 8.781
C -5.536 4.026 -2.999
C 5.187 2.818 -3.884
C 0.954 -4.115 1.369
C -4.316 4.484 -4.942
C 4.721 2.379 -2.733
C 1.187 -5.390 1.859
C 2.884 -3.303 2.496
C 3.814 -0.423 0.176
C -4.324 -5.223 -4.727
C 1.827 -3.061 1.652
C -0.085 -1.537 3.968
H 1.445 5.329 -6.531
H 1.389 -2.149 1.275
H -0.567 0.080 7.310
H -2.391 2.622 10.686
H 0.175 -3.962 0.638
H 8.134 5.383 -2.420
H -5.331 -6.970 -1.461
H 1.604 -2.520 5.531
H -4.679 1.312 -1.822
H 1.926 -1.199 6.501
H 4.924 2.319 -4.805
H -5.980 -6.329 -5.567
H -6.027 5.529 -4.582
H 2.197 0.334 1.786
H -2.517 3.195 -5.119
H 0.165 -0.881 3.135
H -3.631 -5.106 -1.425
H -0.976 0.525 0.065
H -2.541 -0.679 10.514
H -0.777 2.819 -1.786
H 4.505 -0.581 1.004
H 3.404 1.146 -2.066
H -2.440 1.217 11.697
H -1.126 2.946 -0.152
H 0.746 1.705 -3.266
H 1.197 -0.158 0.437
H -6.769 -8.150 -4.528
H 2.544 -6.672 3.020
H 1.777 2.729 1.471
H -0.107 3.349 -6.960
H -0.708 -0.458 10.671
H 1.500 2.240 -1.037
H -1.115 -2.146 9.252
H 0.323 -2.829 7.474
H -0.795 -1.773 -2.733
H 6.168 4.389 -0.501
H -1.120 -1.388 4.276
H -0.790 0.994 -4.605
H 6.346 4.203 -4.872
H 4.873 2.338 -0.598
H -2.221 0.990 -1.063
H 2.288 3.609 -2.619
H 3.902 -4.773 3.657
H 4.458 -0.441 -0.704
H -0.336 -1.937 -1.074
H 4.584 -2.786 3.100
H -6.349 4.150 -2.298
H -0.884 -2.321 6.279
H -2.114 -1.088 8.075
H -4.051 -4.432 -5.410
H 3.606 5.391 -3.870
H -1.916 -1.531 -1.306
H 0.209 -2.581 3.860
H -0.001 -6.260 0.649
H 3.248 -1.354 0.158
H 0.204 1.908 1.261
H -2.947 1.939 -3.035
H -0.795 1.865 11.317
H -3.166 5.264 -6.263
H -2.252 -3.622 -2.806
*
```

Calculated values
SMILES ... Oc1ccc(O)cc1.Oc1ccc(O)cc1.Oc1ccc(O)cc1.Oc1ccc(O)cc1.Oc1ccc(O)cc1.COCCNCCOC.COCCNCCOC

=====

The following is a quantum chemistry calculation of a 8-piece molecular cluster, C42H60O6 overall at a distorted geometry, from OMol25.

The geometry in ORCA input format:
```
! wB97M-V def2-TZVPD RIJCOSX def2/J DEFGRID3
* xyz 0 1
O -2.004 3.535 1.172
O -0.299 4.128 -1.042
O 4.663 4.158 4.773
O 1.947 -2.455 -4.704
O 2.667 3.513 3.115
O 4.468 -2.622 -3.701
C -4.944 -1.402 -1.674
C -1.472 -5.510 -1.223
C -5.444 -2.983 0.049
C 3.496 2.420 3.589
C -4.485 -0.493 -0.711
C 2.229 0.065 0.028
C 1.297 0.933 -0.513
C 4.838 2.997 4.042
C -0.949 -2.770 5.631
C 0.942 4.574 -1.579
C 0.586 -0.748 1.612
C -3.189 2.868 1.214
C -2.284 0.590 -5.511
C -0.593 0.907 -3.775
C -1.134 -0.190 -3.161
C 5.501 -3.382 -3.111
C -0.332 0.157 1.111
C 0.107 -3.210 -1.150
C -2.144 -0.946 -3.690
C -2.237 -2.334 5.265
C 0.914 -1.986 -5.594
C 1.850 -0.856 1.053
C -2.331 -1.055 4.764
C -2.720 -0.538 -4.863
C -5.393 -2.644 -1.283
C -0.108 -5.603 -1.499
C -0.730 5.148 -0.084
C -2.095 4.765 0.601
C 0.610 -4.455 -1.410
C -1.303 -0.151 4.815
C -0.024 -0.592 5.290
C -4.886 -2.105 0.981
C 0.152 -1.936 5.654
C 2.274 -1.590 -3.640
C -4.403 -0.864 0.622
C -2.086 -4.296 -0.952
C -1.267 -3.163 -0.934
C -0.013 0.848 0.027
C 3.458 -2.131 -2.819
C 1.332 3.122 2.803
C 5.781 4.997 5.016
C -1.221 1.342 -4.952
H -2.431 -1.746 -3.023
H -2.703 1.004 -6.416
H -3.383 2.446 0.228
H 0.768 -2.364 -1.028
H -0.877 -3.774 6.023
H -4.837 -2.487 1.990
H 6.023 -2.631 -2.518
H -5.798 -3.936 0.414
H 3.796 -1.283 -2.223
H 3.628 1.672 2.806
H -2.058 -6.400 -1.398
H 5.183 -4.113 -2.367
H 5.354 5.954 5.318
H 2.996 2.052 4.485
H 0.336 -1.230 2.545
H 2.380 -0.617 -4.121
H -3.157 -4.206 -0.843
H -3.597 -1.066 -5.208
H 1.678 -4.506 -1.566
H 0.721 -2.595 -6.477
H -3.901 -0.150 1.257
H -2.813 4.790 -0.219
H 0.314 -6.560 -1.766
H 1.082 -2.384 5.972
H 0.769 5.488 -2.148
H 0.792 3.195 3.747
H 1.269 2.178 2.261
H 1.658 4.736 -0.773
H 0.194 1.519 -3.361
H 3.140 -2.862 -2.077
H 6.216 -3.825 -3.805
H -2.577 5.499 1.247
H 1.340 3.880 -2.318
H 6.344 5.185 4.102
H -1.546 0.846 4.476
H -0.708 1.637 -0.218
H 5.424 2.309 4.651
H -4.099 3.427 1.434
H -0.684 -0.616 -2.276
H -0.755 6.124 -0.569
H 1.624 1.569 -1.322
H -4.014 0.441 -0.978
H 0.056 5.273 0.662
H 0.909 3.820 2.082
H -3.105 -2.970 5.351
H -1.288 0.310 1.590
H 5.476 3.185 3.179
H -5.897 -3.321 -1.956
H -0.077 -1.799 -5.179
H 1.312 -1.096 -6.080
H 0.831 0.063 5.380
H -4.851 -1.190 -2.729
H -3.239 -0.713 4.291
H 3.260 0.110 -0.290
H -1.619 -2.180 -0.657
H 1.338 -1.518 -3.087
H -3.187 2.027 1.908
H 2.602 -1.453 1.549
H -0.995 2.303 -5.390
H 6.365 4.495 5.788
*
```

Calculated values
SMILES ... c1ccccc1.c1ccccc1.c1ccccc1.c1ccccc1.c1ccccc1.COCCOC.COCCOC.COCCOC

=====

The following is a quantum chemistry calculation of a 10-piece molecular cluster, C42H60O6S4 overall at a distorted geometry, from OMol25.

The geometry in ORCA input format:
```
! wB97M-V def2-TZVPD RIJCOSX def2/J DEFGRID3
* xyz 0 1
S 4.052 4.319 -1.945
S 1.695 -0.622 6.243
S 3.285 -3.805 2.480
S 5.254 1.151 1.907
O 0.361 0.845 -0.213
O 5.559 4.123 -1.810
O 2.312 -1.984 6.589
O 3.922 0.522 2.251
O 2.510 -3.390 1.235
O 1.116 2.424 -1.743
C -1.878 -3.234 -0.087
C -1.611 3.022 -3.842
C -3.808 2.916 -0.801
C -3.256 -3.838 -4.994
C 3.627 4.023 -3.713
C -3.735 -1.425 -4.930
C 2.101 -3.587 3.858
C -1.835 -2.319 -3.732
C -4.075 0.615 -0.326
C -0.943 2.301 -4.805
C -1.407 -3.814 1.142
C -1.258 0.253 5.454
C -3.256 -3.467 -0.350
C 2.466 0.425 7.517
C -1.102 1.603 5.153
C 5.374 1.963 0.183
C 1.708 -0.999 -0.927
C -1.373 2.157 -6.022
C -1.472 -0.608 4.386
C -4.054 -2.750 -5.385
C -5.418 0.786 -0.368
C -3.278 1.697 -0.410
C -1.146 2.040 3.804
C 2.119 0.155 -1.749
C 0.922 -0.383 0.242
C 1.177 1.274 -1.294
C 3.423 -5.653 2.370
C -5.138 3.134 -0.754
C -2.770 3.645 -4.155
C -5.929 1.993 -0.580
C -2.663 -1.200 -4.113
C -4.088 -4.130 0.467
C -1.563 -0.168 3.103
C 3.597 6.083 -1.837
C -3.278 3.469 -5.469
C 6.380 -0.233 1.587
C -2.171 -3.613 -4.116
C -2.228 -4.481 2.005
C -1.248 1.137 2.764
C -3.543 -4.580 1.672
C 2.452 0.040 4.638
C -2.604 2.665 -6.363
H -7.009 2.003 -0.538
H 6.111 -0.717 0.649
H 3.009 0.705 -1.444
H 2.861 1.022 4.874
H 4.044 6.626 -2.670
H 3.474 -5.918 1.314
H 2.552 3.893 -3.838
H -2.281 -0.269 -3.721
H -0.950 2.360 5.907
H 4.903 1.231 -0.473
H 3.886 6.476 -0.863
H -1.039 3.084 3.546
H -3.150 4.300 -3.385
H 4.262 -6.079 2.920
H 2.537 6.212 -2.056
H 1.170 -3.883 3.374
H 1.575 0.028 1.011
H 7.309 0.328 1.478
H 2.136 -0.067 -2.816
H -1.023 -1.981 -3.105
H 6.441 -1.050 2.305
H -1.304 -0.108 6.470
H 3.052 -0.781 4.246
H -6.054 -0.034 -0.068
H 2.560 -1.617 -0.641
H -1.827 -0.901 2.355
H 2.458 -6.005 2.736
H 1.622 0.109 3.934
H 0.156 -1.021 0.683
H -1.202 1.473 1.739
H 3.457 0.618 7.106
H 0.033 1.873 -4.627
H -4.176 -5.094 2.380
H -2.199 1.650 -0.392
H 3.939 4.904 -4.272
H -3.676 -3.273 -1.326
H 0.964 -1.668 -1.359
H -1.771 -4.936 2.871
H 2.033 1.393 7.769
H 2.199 -4.206 4.749
H -4.409 -0.639 -5.238
H -1.566 -4.438 -3.771
H -4.841 -2.823 -6.120
H -3.486 -4.818 -5.386
H -3.022 2.522 -7.348
H 4.794 2.886 0.217
H 6.417 2.107 -0.099
H -1.650 -1.610 4.748
H 4.059 3.128 -4.162
H -1.172 3.005 -2.855
H -4.247 3.792 -5.820
H 2.653 -0.024 8.492
H -3.132 3.705 -1.096
H -5.538 4.135 -0.825
H -0.730 1.611 -6.696
H -5.138 -4.374 0.401
H -0.348 -3.763 1.349
H -1.320 -2.642 -0.798
H -3.713 -0.396 -0.216
H 2.024 -2.549 4.182
*
```

=====

The following is a quantum chemistry calculation of C42H62AlClF9IN10O12S as an isolated structure at a distorted geometry, from OMol25.

The geometry in ORCA input format:
```
! wB97M-V def2-TZVPD RIJCOSX def2/J DEFGRID3
* xyz 0 1
I 1.865 -0.119 -1.411
Cl 3.573 -2.133 -2.796
S -3.684 4.174 0.741
Al -11.427 6.118 1.165
F 0.280 -3.485 3.335
F 8.073 -3.032 -1.709
F 1.005 -4.385 5.183
F -1.467 5.830 0.498
F -2.890 8.389 0.408
F -2.985 5.904 -1.373
F 2.279 -4.353 3.413
F -3.410 7.126 2.363
F -5.032 7.343 0.473
O 1.438 -8.816 -1.113
O -4.871 4.601 1.669
O 2.915 -2.434 5.529
O -1.857 -5.057 1.228
O -0.255 -9.372 0.322
O -0.492 -4.135 -0.359
O 5.092 -1.877 -1.010
O 13.536 -1.776 -2.152
O -6.365 4.641 -0.976
O 7.130 -1.449 -0.293
O 1.651 -1.176 4.085
O -2.611 3.553 1.673
N 11.361 -1.622 -1.585
N 5.120 5.613 0.912
N -2.058 1.453 -0.493
N -3.147 -0.369 -3.072
N -11.139 3.018 -0.421
N 12.207 -3.587 -2.322
N -11.090 5.229 -1.601
N 6.054 -1.127 -0.809
N 16.155 -2.873 -0.858
N -11.853 3.093 -2.885
C -10.755 3.059 -3.962
C 17.166 -3.579 -1.455
C 0.054 -0.167 -0.159
C -3.814 0.843 -2.487
C -3.326 1.757 -1.234
C -8.332 1.747 -4.225
C 2.381 6.094 0.942
C -7.508 3.026 -3.615
C 16.925 -4.300 0.662
C 3.556 -1.234 5.993
C -8.129 1.550 -0.224
C -0.782 -5.057 0.386
C 2.641 -0.452 6.919
C -1.828 -6.241 2.024
C -7.484 2.856 0.596
C -11.353 3.733 -1.606
C -0.120 -1.586 0.696
C 15.997 -3.309 0.432
C -3.590 7.136 0.874
C -1.913 -0.630 -2.252
C -0.985 -7.221 1.250
C -4.203 3.071 -0.695
C -2.932 5.820 0.126
C -5.619 3.481 -1.485
C -1.025 -1.971 -2.711
C 0.003 -6.324 0.548
C 1.875 -10.298 0.663
C -1.337 0.234 -0.998
C 1.384 -3.612 4.125
C -5.237 1.315 -3.230
C -1.678 -1.684 1.197
C 5.907 0.294 -1.224
C -7.581 4.258 -0.246
C -9.916 1.668 -3.740
C 1.965 -2.268 4.556
C 2.120 7.576 1.218
C 17.665 -4.471 -0.532
C 3.878 5.831 0.925
C -6.134 2.611 -2.781
C 2.670 8.034 2.565
C 0.927 -9.407 -0.121
C 12.438 -2.295 -2.028
H 12.992 -4.130 -2.659
H -8.995 1.083 0.451
H 6.027 0.912 -0.332
H 1.741 -0.111 6.397
H -1.673 -2.666 -3.434
H -0.720 -2.650 -1.809
H -8.541 1.960 -1.241
H -7.118 3.648 -4.557
H 10.449 -2.032 -1.477
H -2.438 -2.070 0.395
H 15.241 -2.877 1.074
H 2.234 7.454 3.386
H 3.154 0.425 7.321
H 17.444 -3.387 -2.483
H 2.306 -1.082 7.748
H -7.836 0.701 -4.040
H 0.296 -6.732 -0.422
H -1.605 -7.737 0.507
H 1.914 5.471 1.712
H -1.391 -5.996 2.998
H -5.635 0.677 -4.142
H -6.428 2.606 1.034
H 1.939 -9.950 1.698
H -1.798 -2.384 2.152
H -7.282 0.753 -0.362
H 11.492 -0.646 -1.352
H -11.393 2.016 -0.572
H 3.897 -0.627 5.146
H -8.158 3.772 -2.990
H 6.686 0.505 -1.961
H -2.074 -0.617 1.555
H -8.559 4.214 -0.893
H -2.847 -6.609 2.175
H -11.046 5.613 -0.631
H 15.610 -2.144 -1.300
H 18.474 -5.170 -0.701
H -11.338 3.078 -4.999
H -10.422 0.858 -4.456
H -10.054 1.267 -2.649
H -0.515 -7.978 1.882
H -10.224 5.473 -2.139
H 3.759 7.933 2.612
H 1.956 5.812 -0.027
H 0.882 -6.123 1.166
H -10.123 4.041 -3.895
H 17.054 -4.842 1.590
H -7.770 5.117 0.561
H 2.881 -10.286 0.231
H -0.134 -1.547 -3.340
H 1.508 -11.328 0.656
H 4.916 0.435 -1.661
H 4.450 -1.544 6.545
H 0.233 0.662 0.681
H 1.040 7.759 1.195
H -8.379 1.877 -5.410
H 11.310 -4.032 -2.227
H 0.281 -2.526 0.125
H -8.201 2.989 1.542
H 0.570 -1.466 1.656
H 2.568 8.187 0.425
H 2.436 9.090 2.732
H -12.127 2.107 -2.627
*
```

=====

Number 1: lowest unoccupied orbital energy -0.1039 eV, calculated total energy -76162.77793 eV. Number 2: lowest unoccupied orbital energy 0.6709 eV, calculated total energy -56805.64573 eV. Number 3: lowest unoccupied orbital energy 0.5218 eV, calculated total energy -100146.22031 eV. Number 4: lowest unoccupied orbital energy -4.8619 eV, calculated total energy -146506.96449 eV.